(1)
A 8-piece molecular cluster, C32H56N8 overall at a distorted geometry, computed with ωB97M-V/def2-TZVPD.

F_max (eV Å⁻¹): 5.737
Orbital gap (eV): 11.624
Calculated total energy (a.u.): -1690.7501
Net charge: 0
Highest occupied orbital energy (eV): -11.315
Energy relative to the best compared isomer or geometry (same formula, charge and spin) (kcal/mol): 98.5

Each line ends with the Löwdin charge.
CARTESIAN COORDINATES (ANGSTROEM)
C -5.410 5.130 -7.678  -0.11
C -6.718 5.588 -7.030  -0.26
C -6.903 4.830 -5.733  -0.20
C -5.892 5.360 -4.870  -0.27
N -5.046 5.714 -4.126  0.15
H -5.393 5.347 -8.747  0.07
H -5.275 4.056 -7.550  0.08
H -4.584 5.724 -7.288  0.07
H -7.518 5.331 -7.724  0.11
H -6.626 6.661 -6.862  0.12
H -7.067 3.753 -5.696  0.13
H -7.703 5.332 -5.188  0.12
C -3.413 -7.441 -5.965  -0.10
C -4.329 -6.637 -5.101  -0.29
C -4.920 -7.367 -3.883  -0.19
C -5.555 -8.703 -4.174  -0.23
N -6.037 -9.718 -4.362  0.13
H -3.161 -6.737 -6.758  0.08
H -3.939 -8.305 -6.373  0.08
H -2.531 -7.780 -5.421  0.08
H -5.213 -6.193 -5.557  0.11
H -3.952 -5.716 -4.656  0.11
H -5.648 -6.764 -3.341  0.11
H -4.128 -7.601 -3.172  0.11
C 13.559 0.977 1.708  -0.10
C 12.269 0.274 1.157  -0.23
C 11.369 1.118 0.235  -0.19
C 11.819 1.196 -1.194  -0.23
N 12.225 1.272 -2.259  0.13
H 14.050 0.227 2.327  0.06
H 13.486 1.800 2.419  0.07
H 14.161 1.359 0.884  0.07
H 11.601 0.213 2.017  0.10
H 12.507 -0.709 0.750  0.11
H 11.067 2.109 0.574  0.12
H 10.427 0.590 0.093  0.11
C 0.055 10.921 0.915  -0.12
C -0.876 11.225 2.139  -0.22
C -0.651 12.663 2.737  -0.17
C 0.612 13.369 2.542  -0.26
N 1.570 13.956 2.536  0.15
H -0.157 10.002 0.368  0.06
H 1.010 10.825 1.431  0.07
H 0.107 11.594 0.059  0.07
H -0.771 10.416 2.861  0.10
H -1.883 11.132 1.732  0.09
H -0.631 12.542 3.820  0.11
H -1.488 13.342 2.573  0.11
C 3.049 -6.275 -2.838  -0.12
C 1.937 -6.216 -1.786  -0.24
C 2.420 -5.692 -0.384  -0.15
C 3.861 -6.076 -0.072  -0.25
N 4.942 -6.312 0.113  0.14
H 3.436 -5.267 -2.986  0.08
H 2.916 -6.854 -3.752  0.07
H 3.891 -6.805 -2.392  0.05
H 1.472 -7.197 -1.687  0.10
H 1.238 -5.508 -2.230  0.10
H 1.764 -6.005 0.429  0.10
H 2.490 -4.609 -0.275  0.11
C 2.489 -4.746 7.154  -0.11
C 3.527 -3.677 7.517  -0.25
C 3.267 -2.409 6.677  -0.21
C 1.940 -1.860 6.922  -0.24
N 0.897 -1.397 7.180  0.14
H 1.415 -4.558 7.130  0.08
H 2.604 -5.566 7.863  0.07
H 2.819 -5.129 6.189  0.07
H 4.545 -4.067 7.487  0.11
H 3.402 -3.265 8.518  0.10
H 3.386 -2.603 5.611  0.12
H 3.972 -1.632 6.970  0.12
C -8.383 -2.581 2.774  -0.14
C -7.537 -2.871 3.907  -0.29
C -6.144 -2.188 3.871  -0.17
C -5.179 -2.872 2.999  -0.25
N -4.555 -3.591 2.344  0.13
H -8.702 -1.539 2.806  0.09
H -9.268 -3.217 2.792  0.08
H -7.880 -2.854 1.846  0.08
H -7.613 -3.938 4.117  0.12
H -7.991 -2.452 4.804  0.11
H -5.538 -2.237 4.776  0.12
H -6.238 -1.159 3.524  0.12
C -0.813 1.350 -1.519  -0.13
C -0.623 2.208 -0.297  -0.25
C 0.223 1.524 0.846  -0.18
C 1.662 1.196 0.614  -0.22
N 2.778 0.927 0.429  0.12
H 0.129 1.245 -2.057  0.08
H -1.682 1.650 -2.105  0.07
H -1.069 0.304 -1.347  0.07
H -1.600 2.533 0.062  0.11
H -0.037 3.068 -0.619  0.11
H -0.342 0.686 1.253  0.11
H 0.247 2.253 1.655  0.10

=====

(2)
A 12-piece molecular cluster, C36H83O43P7 overall at a distorted geometry, computed with ωB97M-V/def2-TZVPD.

F_max (eV Å⁻¹): 3.372
Orbital gap (eV): 10.874
Calculated total energy (a.u.): -7046.9802
Net charge: 0
Highest occupied orbital energy (eV): -10.427
Energy relative to the best compared isomer or geometry (same formula, charge and spin) (kcal/mol): 0.0

Each line ends with the Löwdin charge.
CARTESIAN COORDINATES (ANGSTROEM)
C 0.888 4.354 0.083  -0.10
O 0.198 5.148 1.059  -0.22
P -0.830 6.307 0.504  0.35
O -1.632 6.895 1.557  -0.21
O 0.163 7.250 -0.250  -0.21
C 0.223 8.638 -0.324  -0.10
O -1.605 5.524 -0.621  -0.25
C -2.657 4.621 -0.109  -0.03
H 1.492 3.556 0.567  0.09
H 1.454 5.102 -0.457  0.08
H 0.061 3.928 -0.562  0.09
H 1.242 8.993 -0.447  0.09
H -0.208 9.050 0.595  0.09
H -0.369 9.017 -1.149  0.09
H -2.285 3.957 0.692  0.09
H -2.965 4.072 -1.027  0.09
H -3.472 5.237 0.234  0.08
C 4.144 1.489 1.578  -0.10
O 4.616 0.778 2.713  -0.18
P 3.745 -0.349 3.411  0.45
O 4.110 -0.517 4.834  -0.24
O 2.236 0.174 3.196  -0.20
C 1.194 -0.826 3.136  -0.06
O 3.958 -1.643 2.413  -0.22
C 3.672 -2.925 3.030  -0.08
H 4.773 2.363 1.434  0.10
H 3.093 1.658 1.724  0.07
H 4.224 0.925 0.666  0.06
H 0.998 -1.165 2.146  0.07
H 0.273 -0.362 3.485  0.09
H 1.400 -1.660 3.806  0.07
H 3.916 -2.839 4.097  0.09
H 4.363 -3.639 2.567  0.09
H 2.663 -3.245 2.852  0.07
C 2.885 3.037 -5.309  -0.10
O 1.709 3.729 -5.628  -0.21
P 0.212 3.324 -5.189  0.37
O 0.189 2.520 -3.983  -0.21
O -0.495 4.756 -5.154  -0.19
C -0.413 5.457 -3.952  -0.12
O -0.387 2.649 -6.467  -0.20
C -0.330 1.227 -6.735  -0.03
H 2.940 2.015 -5.795  0.11
H 2.972 2.856 -4.246  0.04
H 3.672 3.662 -5.675  0.08
H -0.975 6.371 -3.979  0.09
H 0.612 5.768 -3.752  0.10
H -0.842 4.873 -3.151  0.07
H -1.197 0.713 -6.362  0.08
H 0.523 0.819 -6.243  0.06
H -0.185 1.189 -7.799  0.10
C 7.136 3.611 -1.338  -0.06
O 6.134 2.563 -1.354  -0.25
P 5.557 1.924 -2.697  0.37
O 5.648 2.790 -3.875  -0.22
O 6.362 0.548 -2.919  -0.20
C 6.641 -0.192 -1.750  -0.11
O 4.128 1.433 -2.283  -0.20
C 3.143 2.342 -1.785  -0.09
H 8.091 3.284 -0.906  0.09
H 6.742 4.505 -0.839  0.09
H 7.293 3.895 -2.395  0.08
H 7.496 -0.801 -1.965  0.08
H 5.799 -0.896 -1.609  0.09
H 6.863 0.493 -0.885  0.10
H 3.044 2.342 -0.653  0.09
H 2.208 2.150 -2.309  0.07
H 3.340 3.337 -2.098  0.08
C 4.692 -1.492 -6.465  -0.11
O 3.622 -1.250 -5.582  -0.24
P 2.339 -2.235 -5.543  0.40
O 1.989 -2.988 -6.759  -0.23
O 2.673 -3.151 -4.290  -0.24
C 3.049 -4.505 -4.512  -0.09
O 1.152 -1.380 -4.909  -0.21
C 1.361 -0.528 -3.795  -0.09
H 4.849 -2.601 -6.485  0.10
H 5.564 -0.916 -6.112  0.09
H 4.419 -1.084 -7.472  0.10
H 2.673 -5.083 -3.657  0.09
H 4.119 -4.521 -4.479  0.08
H 2.759 -4.785 -5.528  0.08
H 1.993 -1.140 -3.144  0.08
H 0.353 -0.406 -3.403  0.10
H 1.854 0.445 -3.967  0.07
C -8.247 -3.580 3.277  -0.05
O -7.335 -2.618 3.957  -0.24
P -5.753 -2.896 3.784  0.32
O -5.286 -3.279 2.425  -0.24
O -5.104 -1.626 4.430  -0.21
C -5.053 -0.408 3.673  -0.07
O -5.497 -4.015 4.839  -0.21
C -5.834 -3.718 6.262  -0.03
H -9.150 -3.619 3.887  0.09
H -7.837 -4.560 3.096  0.08
H -8.500 -3.115 2.316  0.09
H -4.927 0.427 4.362  0.09
H -6.017 -0.177 3.208  0.09
H -4.338 -0.436 2.847  0.08
H -4.918 -3.914 6.803  0.07
H -6.616 -4.381 6.675  0.10
H -6.031 -2.653 6.341  0.08
C -1.650 -3.089 8.094  -0.12
O -1.132 -1.877 7.633  -0.23
P -0.517 -1.708 6.131  0.38
O -0.201 -2.845 5.296  -0.20
O -1.566 -0.778 5.419  -0.22
C -1.890 0.541 5.909  -0.07
O 0.666 -0.667 6.463  -0.24
C 1.941 -1.127 7.070  -0.04
H -0.875 -3.882 8.182  0.10
H -2.356 -3.396 7.333  0.07
H -2.153 -2.864 9.045  0.10
H -2.492 0.408 6.821  0.09
H -2.512 1.174 5.274  0.08
H -0.964 0.995 6.262  0.09
H 1.947 -0.937 8.155  0.09
H 2.791 -0.594 6.635  0.06
H 2.089 -2.177 6.835  0.08
O -3.826 1.322 -0.912  0.13
C -3.967 1.472 -2.099  -0.56
O -5.016 0.944 -2.771  0.06
C -4.718 1.116 -4.175  -0.09
C -3.309 1.543 -4.244  -0.09
O -3.013 2.012 -2.889  0.07
H -4.976 0.154 -4.611  0.14
H -5.454 1.860 -4.441  0.13
H -3.134 2.297 -4.993  0.13
H -2.597 0.753 -4.426  0.12
O 0.979 -5.747 2.217  0.13
C -0.084 -5.179 2.272  -0.62
O -0.185 -3.875 2.447  0.04
C -1.529 -3.474 2.592  -0.09
C -2.189 -4.697 1.870  -0.09
O -1.280 -5.733 2.215  0.08
H -1.896 -3.542 3.609  0.11
H -1.679 -2.464 2.219  0.13
H -2.188 -4.587 0.751  0.14
H -3.175 -5.028 2.198  0.12
O 2.090 -0.474 -0.290  0.12
C 2.349 -1.655 -0.297  -0.60
O 3.501 -2.134 -0.757  0.08
C 3.476 -3.545 -0.631  -0.09
C 2.020 -3.833 -0.540  -0.09
O 1.484 -2.615 -0.043  0.08
H 3.878 -3.903 -1.570  0.13
H 4.027 -3.873 0.233  0.12
H 1.767 -4.639 0.165  0.13
H 1.529 -4.117 -1.425  0.12
O -2.457 1.511 2.744  0.15
C -1.785 1.216 1.807  -0.58
O -1.687 -0.027 1.370  0.06
C -1.123 0.011 0.084  -0.13
C -0.310 1.261 0.085  -0.11
O -0.954 2.049 1.113  0.04
H -0.361 -0.749 0.013  0.11
H -1.851 -0.207 -0.697  0.11
H -0.360 1.767 -0.897  0.13
H 0.766 1.150 0.342  0.11
O -3.051 -1.993 -3.834  0.16
C -3.748 -1.939 -2.877  -0.54
O -3.396 -1.486 -1.634  0.02
C -4.638 -1.444 -0.799  -0.07
C -5.506 -2.422 -1.503  -0.12
O -5.079 -2.370 -2.858  0.04
H -4.332 -1.772 0.144  0.10
H -4.915 -0.407 -0.721  0.10
H -6.580 -2.258 -1.411  0.14
H -5.240 -3.397 -1.138  0.13

=====

(3)
A 2-piece molecular cluster, C7H8N3S overall at a distorted geometry, computed with ωB97M-V/def2-TZVPD.

F_max (eV Å⁻¹): 5.223
Orbital gap (eV): 6.804
Calculated total energy (a.u.): -833.6410
Net charge: +1
Highest occupied orbital energy (eV): -12.616
Energy relative to the best compared isomer or geometry (same formula, charge and spin) (kcal/mol): 78.7

Each line ends with the Löwdin charge.
CARTESIAN COORDINATES (ANGSTROEM)
C 2.891 -0.793 -0.886  0.00
C 1.748 -0.052 -0.978  0.01
C 3.611 -0.741 0.322  -0.03
C 1.962 0.538 1.349  -0.01
C 1.171 0.606 0.132  -0.24
C -2.943 -0.168 0.293  -0.45
C 0.076 1.406 0.072  -0.50
N 3.162 0.013 1.317  0.11
N -4.270 -0.329 0.071  0.07
N -2.086 -0.262 -0.607  0.02
S -0.999 2.462 0.099  1.09
H 3.455 -1.113 -1.806  0.15
H 1.131 -0.209 -1.846  0.13
H 4.508 -1.130 0.505  0.09
H 1.466 1.015 2.156  0.12
H -2.723 -0.068 1.335  0.11
H -4.951 -0.189 0.825  0.10
H -4.662 -0.844 -0.789  0.15
H -2.546 -0.141 -1.565  0.10

=====

(4)
C50H72FN5O7Y as an isolated structure, computed with ωB97M-V/def2-TZVPD.

F_max (eV Å⁻¹): 0.661
Orbital gap (eV): 5.193
Calculated total energy (a.u.): -2886.9762
Net charge: +1
Highest occupied orbital energy (eV): -8.462
Energy relative to the best compared isomer or geometry (same formula, charge and spin) (kcal/mol): 38.9

Each line ends with the Löwdin charge.
CARTESIAN COORDINATES (ANGSTROEM)
Y -0.769 1.850 1.340  1.60
C -2.597 4.593 2.182  -0.08
N -1.353 3.983 2.673  -0.33
C -0.281 4.985 2.633  -0.08
C -1.564 3.451 4.025  -0.19
C -0.321 2.777 4.573  -0.17
N 0.157 1.651 3.726  -0.19
C 1.640 1.619 3.773  -0.10
C 2.383 0.849 2.703  -0.12
C 3.037 -0.314 3.042  0.02
C 3.856 -0.976 2.133  -0.14
C 4.047 -0.376 0.898  0.02
C 3.455 0.829 0.504  -0.06
C 2.564 1.397 1.421  -0.17
O 1.835 2.564 1.218  -0.07
C 3.844 1.412 -0.870  -0.51
C 5.253 0.936 -1.266  -0.07
C 2.887 0.904 -1.965  -0.03
C 3.924 2.947 -0.852  -0.04
C 4.518 -2.293 2.531  -0.54
C 5.380 -2.874 1.410  -0.06
C 5.412 -2.058 3.756  -0.04
C 3.429 -3.310 2.886  -0.03
C -0.443 0.413 4.302  -0.11
C -0.096 -0.950 3.751  -0.13
C 0.031 -1.988 4.662  0.00
C 0.153 -3.308 4.255  -0.18
C 0.138 -3.542 2.884  0.00
C 0.036 -2.535 1.931  -0.08
C -0.080 -1.202 2.374  -0.28
O -0.177 -0.189 1.534  -0.23
C 0.020 -2.854 0.432  -0.52
C 0.207 -4.349 0.164  -0.07
C -1.332 -2.439 -0.170  -0.03
C 1.155 -2.110 -0.287  -0.03
C 0.259 -4.425 5.292  -0.56
C 0.459 -5.794 4.641  -0.06
C -1.030 -4.469 6.126  -0.05
C 1.452 -4.167 6.224  -0.05
H -2.868 5.472 2.779  0.10
H -3.407 3.867 2.223  0.08
H -2.456 4.905 1.147  0.10
H -0.470 5.785 3.361  0.10
H -0.230 5.405 1.632  0.09
H 0.688 4.533 2.832  0.07
H -2.401 2.747 3.978  0.12
H -1.854 4.253 4.722  0.14
H -0.537 2.427 5.588  0.13
H 0.474 3.513 4.670  0.11
H 1.955 1.238 4.752  0.14
H 1.968 2.657 3.712  0.12
H 2.883 -0.721 4.035  0.12
H 4.698 -0.868 0.195  0.09
H 5.299 -0.132 -1.476  0.08
H 5.983 1.173 -0.490  0.10
H 5.548 1.452 -2.181  0.08
H 2.991 -0.179 -2.070  0.08
H 3.133 1.368 -2.924  0.09
H 1.851 1.120 -1.726  0.06
H 4.621 3.273 -0.078  0.10
H 2.972 3.438 -0.689  0.07
H 4.312 3.285 -1.815  0.08
H 6.199 -2.204 1.142  0.09
H 4.786 -3.076 0.516  0.08
H 5.816 -3.817 1.741  0.09
H 6.196 -1.333 3.533  0.09
H 5.885 -2.995 4.056  0.09
H 4.839 -1.687 4.607  0.08
H 2.789 -3.511 2.025  0.07
H 2.783 -2.946 3.687  0.07
H 3.884 -4.249 3.209  0.09
H -1.531 0.547 4.234  0.14
H -0.199 0.399 5.373  0.12
H 0.007 -1.751 5.721  0.11
H 0.217 -4.562 2.538  0.09
H -0.599 -4.942 0.602  0.09
H 1.159 -4.716 0.552  0.08
H 0.198 -4.520 -0.914  0.08
H -2.141 -2.998 0.304  0.09
H -1.349 -2.658 -1.243  0.08
H -1.507 -1.374 -0.030  0.06
H 2.126 -2.422 0.103  0.07
H 1.067 -1.033 -0.160  0.07
H 1.127 -2.344 -1.356  0.09
H -0.389 -6.068 4.011  0.09
H 0.555 -6.554 5.419  0.09
H 1.366 -5.817 4.034  0.08
H -1.894 -4.638 5.481  0.09
H -1.187 -3.532 6.661  0.08
H -0.985 -5.275 6.862  0.08
H 2.389 -4.189 5.665  0.07
H 1.497 -4.937 6.997  0.09
H 1.377 -3.200 6.721  0.08
C -7.187 1.445 -3.230  -0.07
C -5.892 1.503 -4.019  -0.19
N -4.672 1.447 -3.200  -0.02
C -4.718 1.512 -1.852  0.04
C -3.648 1.459 -1.015  -0.01
C -3.966 1.599 0.465  -0.58
O -5.140 1.666 0.790  0.06
O -2.957 1.673 1.258  -0.15
C -2.335 1.281 -1.566  -0.27
O -1.283 1.120 -0.938  -0.03
C -2.279 1.293 -3.041  -0.03
C -1.031 1.216 -3.655  0.11
C -0.938 1.232 -5.018  -0.18
F 0.285 1.214 -5.593  0.07
C -2.074 1.286 -5.831  -0.15
C -3.313 1.356 -5.219  0.06
C -3.436 1.374 -3.825  -0.12
N -2.018 1.281 -7.253  -0.11
C -0.936 0.581 -7.933  -0.13
C -1.302 0.493 -9.426  -0.07
N -2.785 0.672 -9.556  0.05
C -3.190 2.079 -9.203  -0.07
C -2.388 2.495 -7.960  -0.12
H -8.012 1.397 -3.939  0.08
H -7.334 2.328 -2.610  0.09
H -7.233 0.559 -2.599  0.09
H -5.864 2.421 -4.613  0.13
H -5.863 0.658 -4.710  0.12
H -5.687 1.609 -1.387  0.13
H -0.144 1.166 -3.038  0.13
H -4.189 1.379 -5.851  0.11
H -0.837 -0.414 -7.500  0.14
H 0.032 1.080 -7.850  0.13
H -1.022 -0.464 -9.861  0.14
H -0.842 1.288 -10.011  0.14
H -3.232 0.044 -8.883  0.18
H -3.108 0.428 -10.492  0.19
H -4.261 2.062 -9.010  0.13
H -2.990 2.712 -10.065  0.14
H -3.002 3.129 -7.324  0.14
H -1.504 3.077 -8.249  0.14
O 1.078 2.530 -0.112  -0.25
O 0.093 3.486 0.062  -0.30